Molecular formula: C78H70CoN2O2P4S2
Method: DFT, ωB97M-V/def2-TZVPD

Last column: Mulliken spin population.
Cartesian coordinates (Å):
C (-1.949082, -3.271777, 2.227894)  -0.003
N (-4.258182, -2.387277, -2.038506)  0.001
H (-2.551982, -5.317177, 2.370194)  0.000
H (6.582418, 0.932323, 2.411794)  0.000
C (-2.147682, -4.476477, 4.295894)  0.000
H (3.666418, -1.764577, 0.977594)  -0.003
C (-3.697882, -2.349977, -0.827706)  0.003
H (3.458218, 2.363023, -5.864706)  0.000
H (-1.325082, -2.267277, -2.854606)  -0.010
C (2.557018, 0.933123, 4.138594)  0.005
C (-4.624182, 4.319923, -1.437906)  0.001
H (5.308018, -1.015077, -1.933006)  -0.001
C (0.616018, -2.670077, -5.600606)  -0.002
C (-4.259882, 2.965723, -1.501806)  -0.005
H (0.545518, -2.796077, -6.670906)  0.000
C (1.572118, 2.687123, -0.602606)  -0.055
H (7.387418, -4.176877, -0.708806)  0.000
C (2.101418, 0.567523, -3.342306)  0.009
C (-1.551782, -2.126077, 2.909594)  0.016
C (-6.337182, 1.374423, 4.573394)  0.000
H (4.883118, -2.999877, -0.844606)  0.000
C (-2.609382, 0.715123, 3.976094)  -0.005
C (-3.164182, 2.468523, -0.842406)  -0.002
H (4.795918, 4.794223, -0.315006)  0.000
C (0.811618, -2.295977, -2.863106)  -0.077
C (4.388618, 1.975223, -3.975006)  0.000
H (-0.481082, 5.902023, 2.159694)  0.000
H (0.635318, -4.676077, -2.528206)  -0.001
H (-6.617582, 0.659623, 5.346894)  0.000
C (-0.535182, -2.546077, -4.837406)  0.001
H (-1.997782, -3.259077, 1.150494)  0.008
H (4.219618, 0.903423, 1.725794)  -0.001
C (-0.438782, -2.355777, -3.471806)  -0.002
P (-1.221582, -0.568577, 1.977294)  -0.152
H (3.610118, -4.226977, -0.820706)  -0.001
H (8.308018, -0.067177, 0.956294)  0.000
O (-3.542782, 0.189123, -2.008706)  -0.011
H (7.662118, -1.082577, -1.198606)  0.000
C (-2.798882, 4.619123, 0.071894)  0.001
C (3.367218, 1.879223, -4.904106)  -0.002
H (-6.394082, 2.365423, 5.022194)  0.000
P (2.864318, 0.025423, -0.697806)  0.042
N (2.482918, -1.703977, -0.756806)  -0.048
C (2.215918, 1.183623, -4.575106)  -0.001
H (-2.180182, 2.844023, -5.734706)  0.000
H (3.529318, 4.741523, -2.433306)  0.000
H (-0.609282, 4.267423, -2.029106)  0.000
C (-6.313182, 0.924423, 2.205694)  0.000
C (2.431718, -0.392377, 3.756094)  -0.005
H (-5.027182, 6.904623, 0.006594)  0.000
S (5.788318, -5.599177, 0.408394)  -0.001
H (-8.012982, 0.499423, 3.439094)  0.000
H (8.113118, -5.622977, 0.039794)  0.000
H (-3.640782, 1.296823, 5.763994)  0.000
H (-4.728282, -3.882677, 0.236794)  0.000
C (-2.309282, 3.318623, -0.120506)  0.002
C (-3.740182, 1.086123, 4.710994)  0.000
C (0.376618, 1.399123, 3.233194)  0.013
H (5.460818, -3.487777, 1.504894)  0.000
C (-0.389882, 4.005423, 1.148194)  -0.015
H (3.233918, -1.088877, 3.948794)  0.000
O (-2.520182, -2.022377, -0.657406)  0.022
C (4.613218, -0.054077, -0.151006)  -0.026
H (5.059318, 1.510623, -2.016306)  0.000
C (3.485718, 3.421223, 0.673994)  -0.011
Co (-0.868182, -0.511777, -0.294206)  1.299
H (-1.504482, -2.592577, -5.310506)  0.000
H (4.060418, -4.562477, 1.656194)  0.000
H (0.548018, -6.975477, -1.729006)  0.000
C (-2.985882, 6.835523, 0.855294)  0.002
H (-1.686782, -3.357577, 6.061594)  0.000
H (-1.881782, 0.511923, -4.966206)  0.001
C (-6.551682, 0.675523, 0.881894)  0.000
C (-0.674382, 2.129923, -2.248106)  0.005
C (-0.994882, 5.227223, 1.493394)  0.001
C (3.139018, 0.613823, -2.419306)  -0.029
C (0.231718, 0.061523, 2.877694)  0.023
H (3.454218, 1.270723, 4.634794)  0.000
C (7.273518, -0.070377, 0.650594)  0.001
C (-5.437482, 0.490123, 0.055094)  -0.002
C (-1.751682, -3.339377, 4.983494)  0.001
H (0.494018, -5.600977, 2.314094)  0.000
H (2.023518, 2.030323, 1.385594)  0.007
C (1.275818, -0.824477, 3.135594)  -0.005
H (-5.246282, -2.555477, -2.140206)  0.000
H (-4.847382, 2.288323, -2.099906)  0.000
H (1.398218, 1.128323, -5.276906)  0.000
C (0.568518, -6.167777, -1.012906)  0.001
C (-4.020082, 6.600623, -0.274106)  0.000
H (0.610018, 3.835123, 1.515194)  -0.001
H (-5.575382, -2.332377, 0.207994)  0.000
H (1.170318, -1.867677, 2.877594)  0.002
C (7.400318, -4.814077, 0.170394)  0.000
P (-0.019282, 1.767323, -0.577306)  -0.054
C (1.964518, -2.467777, -3.621006)  -0.005
H (-3.787782, -1.939977, -2.811606)  0.000
H (-4.170982, -2.555977, 1.259294)  0.000
H (1.201118, 0.029123, -3.098806)  -0.012
H (7.648418, -4.235577, 1.054194)  0.000
C (-2.243282, -4.437877, 2.915994)  0.001
C (-1.445482, -2.177377, 4.298894)  0.001
H (0.539218, -7.466077, 0.687494)  0.000
H (2.406718, -2.986477, 0.920394)  -0.010
C (-4.599082, -2.803177, 0.292894)  -0.001
H (-2.362182, -5.388377, 4.832994)  0.000
C (-2.171682, 5.576323, 0.885994)  -0.011
C (-0.873782, 3.442323, -2.675606)  -0.001
C (4.805518, -4.169677, 0.962694)  -0.002
C (-2.635382, 0.405623, 2.623894)  0.029
C (4.130718, -3.480877, -0.217906)  -0.009
H (-7.547382, 0.663623, 0.467394)  0.000
C (2.024518, 3.423923, -1.686706)  0.007
C (3.186818, 4.172123, -1.581706)  -0.006
H (2.932818, -2.450977, -3.143306)  -0.001
H (-0.943682, 0.060123, -2.739306)  -0.006
C (-7.242182, 1.263223, 3.326594)  0.000
C (-1.765182, 2.640823, -4.757906)  0.001
H (2.752718, -2.769877, -5.583606)  0.000
C (4.265518, 1.376823, -2.733906)  -0.004
H (-3.747682, 7.168223, -1.167806)  0.000
C (6.304818, 0.489323, 1.467594)  -0.001
C (3.134518, -2.450277, 0.314694)  0.018
C (-0.980182, 3.069323, 0.316594)  -0.036
C (0.548118, -6.443377, 0.344394)  -0.004
H (-1.590882, 4.712123, -4.229906)  0.000
C (3.905018, 4.191523, -0.399006)  0.004
C (-4.952182, 1.107923, 4.074394)  0.000
C (0.550218, -4.094077, 0.805794)  0.012
H (5.282918, 2.533223, -4.210606)  0.000
H (1.619418, 2.853623, 4.183794)  0.000
H (0.465718, -3.283277, 1.515794)  -0.009
C (0.531318, -5.399977, 1.254894)  0.002
C (1.526218, 1.822423, 3.881394)  -0.006
C (-3.857182, 0.565523, 1.903594)  0.010
C (4.976718, 0.486323, 1.076794)  -0.009
P (0.798618, -2.052777, -1.060306)  0.088
C (-4.141282, 0.484823, 0.517694)  -0.011
H (-5.455282, 4.676423, -2.023106)  0.000
C (6.912018, -0.636577, -0.562406)  0.000
H (-7.752182, 2.203223, 3.112594)  0.000
H (-0.413582, 2.103923, 3.016494)  0.001
H (-3.479982, 6.984323, 1.820394)  -0.001
H (-5.579582, 0.376023, -1.009506)  0.000
C (-1.049782, 1.085623, -3.082706)  0.034
H (-1.667682, 0.659323, 4.503094)  0.000
C (2.342618, 2.653023, 0.561494)  0.012
H (1.487018, 3.413223, -2.620906)  -0.001
C (0.650418, -3.806577, -0.554406)  -0.030
S (-2.899082, 0.681923, -0.794306)  0.025
H (4.035718, 3.439723, 1.602994)  0.000
H (-1.113182, -1.318377, 4.858694)  0.000
H (-2.370682, 7.716723, 0.672494)  -0.001
C (-4.992982, 0.858223, 2.691594)  0.001
C (1.860118, -2.649777, -4.988506)  0.002
C (0.620118, -4.860077, -1.464706)  -0.004
C (5.590818, -0.617277, -0.968706)  -0.003
C (-3.920582, 5.140323, -0.595406)  -0.002
C (-1.586382, 1.335223, -4.333406)  0.004
C (-1.420582, 3.691523, -3.919606)  0.000

Atoms 1-2, force components in eV/Å:
0.0214 0.1615 -0.0025
0.0720 -0.0812 -0.1764

Computed properties:
DFT total energy ... -6818.45283 a.u.
Multiplicity ... 2
HOMO-LUMO gap (spin up / spin down) ... 4.54 / 6.97 eV
Net charge ... +2
Molar mass ... 1314.39 g/mol
HOMO level (spin up / spin down) ... -11.5 / -11.5 eV
F_max ... 2.02 eV Å⁻¹